Below is a 9-piece molecular cluster, C61H64ClO6PS overall, with properties calculated with ωB97M-V/def2-TZVPD.

The geometry in XYZ format:
```
134
Properties=species:S:1:pos:R:3:forces:R:3
C 4.3057 2.6219 -0.3623 0.49 -0.43 -0.34
C 5.4024 3.5490 0.1048 -0.47 0.20 0.70
Cl 6.7770 3.5862 -1.0230 0.06 -0.01 -0.23
C 4.8936 4.9434 0.5070 -0.40 -0.49 0.14
C 3.8983 5.5787 -0.4203 0.63 0.24 0.01
C 4.1679 6.3406 -1.4908 -0.07 -0.63 -0.04
P 5.7922 6.8369 -2.1112 -0.32 2.43 -1.52
O 6.2195 5.8349 -3.2761 -0.17 -0.44 0.90
O 6.8960 6.7579 -0.9676 -0.01 -1.00 0.40
S 5.7229 8.6635 -2.7731 0.03 -0.15 0.47
C 3.0034 6.8450 -2.2998 -0.22 0.37 -1.27
O 3.0932 7.1092 -3.4846 0.15 -0.30 0.78
C 1.6881 6.9713 -1.6294 0.73 -0.33 0.33
C 1.4275 6.2275 -0.5588 -0.37 0.72 0.07
C 0.1080 6.2686 0.1351 -0.34 -0.32 -0.45
C -0.8683 5.2240 -0.4390 -0.07 0.46 0.32
C -1.6938 5.7861 -1.5912 -0.14 -0.75 0.69
C -2.6388 4.7736 -2.1794 -0.53 0.09 -1.64
O -3.2217 4.9120 -3.2426 0.67 -0.22 1.31
O -2.7757 3.6605 -1.4276 0.35 0.16 -0.14
C 2.4677 5.3171 -0.0713 -0.27 -1.03 0.45
O 2.1653 4.3399 0.6032 0.33 1.06 -0.34
H 4.7605 1.7143 -0.7415 0.06 -0.18 -0.18
H 3.6863 2.3224 0.4708 -0.29 0.17 0.20
H 3.6994 3.0530 -1.1482 -0.15 0.05 -0.18
H 5.7829 3.1288 1.0253 0.46 -0.12 0.11
H 5.6964 5.6097 0.7860 0.29 0.14 -0.28
H 4.3431 4.7353 1.4197 -0.10 0.04 0.24
H 7.1840 5.8474 -3.2926 0.23 -0.25 -0.35
H 7.2809 7.6375 -0.8760 -0.02 0.27 -0.02
H 0.9637 7.6335 -2.0658 -0.12 0.19 -0.25
H -0.3177 7.2515 -0.0389 -0.07 0.27 0.15
H 0.2009 6.1222 1.2031 0.24 -0.06 0.20
H -1.5603 4.9559 0.3491 -0.09 -0.28 0.19
H -0.3324 4.3305 -0.7262 0.11 -0.29 -0.08
H -1.0763 6.1779 -2.3841 0.03 0.22 -0.35
H -2.3295 6.5650 -1.1830 -0.04 0.45 -0.16
H -3.2440 3.0174 -1.9744 -0.35 -0.11 -0.03
C 1.0807 -0.5205 -1.7908 0.00 0.01 0.00
C 1.6092 0.1255 -0.6820 0.01 0.04 -0.03
C 2.3115 -0.5944 0.2739 0.04 0.02 0.02
C 2.4834 -1.9631 0.1223 0.02 0.00 0.00
C 1.9490 -2.6104 -0.9833 0.02 -0.04 -0.02
C 1.2495 -1.8896 -1.9405 -0.02 -0.03 -0.01
H 0.5379 0.0429 -2.5390 -0.01 0.00 -0.01
H 1.4724 1.1932 -0.5614 0.00 0.01 0.01
H 2.7236 -0.0882 1.1382 -0.04 0.00 0.02
H 3.0333 -2.5256 0.8663 -0.01 -0.01 0.01
H 2.0802 -3.6793 -1.1022 -0.02 -0.01 0.01
H 0.8369 -2.3945 -2.8050 0.02 0.00 -0.02
C 1.4046 1.8481 3.3950 -0.02 -0.01 -0.01
C 0.8651 0.9599 4.3161 0.03 -0.01 0.01
C -0.3685 0.3729 4.0729 -0.01 -0.01 0.00
C -1.0642 0.6765 2.9107 0.00 0.02 -0.01
C -0.5274 1.5697 1.9943 0.00 0.00 0.01
C 0.7088 2.1569 2.2334 -0.01 0.00 -0.08
H 2.3704 2.3018 3.5828 0.00 0.01 0.01
H 1.4064 0.7247 5.2236 0.00 -0.01 0.00
H -0.7881 -0.3218 4.7892 -0.01 -0.01 0.01
H -2.0253 0.2161 2.7197 0.00 0.02 -0.01
H -1.0730 1.8085 1.0891 0.00 -0.01 -0.02
H 1.1318 2.8520 1.5171 -0.15 -0.18 0.20
C -5.4938 2.6249 -0.1063 -0.06 -0.01 0.06
C -5.8714 1.7237 0.8798 0.00 -0.04 0.02
C -7.0536 1.0092 0.7523 -0.03 -0.01 -0.03
C -7.8623 1.1991 -0.3604 0.00 0.02 0.00
C -7.4893 2.1056 -1.3429 0.00 -0.01 -0.01
C -6.3041 2.8182 -1.2170 0.03 0.00 -0.02
H -4.5713 3.1768 -0.0070 0.00 0.04 0.06
H -5.2413 1.5775 1.7492 0.01 0.00 0.01
H -7.3455 0.3070 1.5225 -0.05 0.02 0.01
H -8.7838 0.6404 -0.4609 -0.01 0.00 0.00
H -8.1220 2.2572 -2.2076 0.00 0.00 -0.01
H -6.0121 3.5252 -1.9846 -0.01 0.01 0.00
C -8.3531 1.7192 4.0532 0.02 0.02 -0.03
C -9.6637 1.6015 4.4943 -0.01 -0.01 0.01
C -9.9434 0.8912 5.6534 0.00 -0.02 0.00
C -8.9131 0.2946 6.3677 -0.01 0.00 -0.01
C -7.6037 0.4052 5.9213 0.02 -0.02 0.02
C -7.3236 1.1193 4.7651 0.00 0.00 -0.03
H -8.1326 2.2769 3.1520 -0.01 0.01 -0.01
H -10.4669 2.0630 3.9345 0.00 0.02 0.00
H -10.9648 0.8011 6.0000 -0.01 0.00 0.00
H -9.1314 -0.2583 7.2722 0.00 -0.01 0.00
H -6.8010 -0.0654 6.4742 0.01 -0.01 0.00
H -6.3018 1.2063 4.4172 0.01 -0.01 0.00
C -5.5509 -1.7462 2.6679 0.04 0.00 0.03
C -4.3477 -2.0575 3.2857 -0.01 0.00 0.01
C -4.3013 -3.0496 4.2550 0.01 0.01 0.02
C -5.4598 -3.7273 4.6090 0.00 0.01 0.01
C -6.6643 -3.4105 3.9965 -0.01 -0.01 0.00
C -6.7095 -2.4211 3.0248 -0.01 0.02 -0.01
H -5.5842 -0.9775 1.9085 0.03 -0.01 -0.03
H -3.4449 -1.5266 3.0111 0.00 -0.04 -0.02
H -3.3626 -3.2948 4.7348 0.01 -0.01 0.00
H -5.4239 -4.5025 5.3634 0.00 0.00 0.01
H -7.5684 -3.9352 4.2765 -0.01 0.00 0.00
H -7.6492 -2.1746 2.5465 -0.01 0.00 0.01
C -0.8395 -6.7778 -1.4638 0.04 -0.07 0.03
C 0.1417 -5.9746 -2.0268 -0.08 0.11 -0.03
C 1.3891 -6.5012 -2.3223 0.08 0.08 -0.02
C 1.6632 -7.8316 -2.0479 0.06 -0.09 0.01
C 0.6893 -8.6366 -1.4731 -0.05 0.03 -0.01
C -0.5636 -8.1101 -1.1845 0.03 0.02 0.00
H -1.8151 -6.3668 -1.2396 0.00 0.01 0.01
H -0.0668 -4.9336 -2.2398 -0.02 0.01 0.00
H 2.1509 -5.8721 -2.7679 0.00 0.00 -0.02
H 2.6390 -8.2370 -2.2829 0.00 -0.03 0.00
H 0.9051 -9.6738 -1.2514 -0.01 -0.01 -0.01
H -1.3247 -8.7378 -0.7394 -0.01 -0.01 0.00
C 4.3900 -4.1114 -4.5190 -0.01 -0.02 0.01
C 4.5312 -3.0457 -3.6416 0.00 -0.03 0.05
C 4.6050 -1.7482 -4.1275 0.00 0.03 0.01
C 4.5411 -1.5163 -5.4940 0.00 0.00 0.00
C 4.4075 -2.5823 -6.3734 -0.01 0.00 -0.01
C 4.3307 -3.8796 -5.8863 -0.02 0.00 -0.01
H 4.3276 -5.1232 -4.1370 0.04 -0.01 0.01
H 4.5818 -3.2261 -2.5749 -0.03 0.01 0.01
H 4.7110 -0.9182 -3.4406 -0.02 0.00 0.01
H 4.5960 -0.5044 -5.8742 0.01 0.01 0.00
H 4.3628 -2.4016 -7.4395 -0.01 0.00 -0.01
H 4.2248 -4.7103 -6.5719 0.00 -0.01 -0.01
C 7.4263 -7.8089 -1.2380 0.00 0.01 0.00
C 6.1971 -8.2945 -0.8134 0.02 0.00 -0.02
C 5.1260 -7.4265 -0.6572 -0.05 0.00 0.02
C 5.2836 -6.0729 -0.9228 -0.01 0.01 -0.02
C 6.5142 -5.5866 -1.3413 0.00 0.02 -0.01
C 7.5853 -6.4551 -1.4998 0.00 -0.01 0.00
H 8.2609 -8.4860 -1.3656 0.01 0.00 0.01
H 6.0740 -9.3495 -0.6055 0.00 -0.01 0.00
H 4.1657 -7.8026 -0.3289 -0.01 0.01 0.02
H 4.4450 -5.3972 -0.8030 -0.01 0.00 0.01
H 6.6391 -4.5307 -1.5451 0.00 0.00 -0.02
H 8.5445 -6.0766 -1.8279 0.01 0.01 -0.01
```
Forces are in eV/Å.

Results
HOMO in eV: -8.90
Orbital gap in eV: 7.03
Lowest unoccupied orbital energy in eV: -1.87
SMILES string: C[C@@H](Cl)CC1=C(P(O)(O)=S)C(=O)C=C(CCCC(=O)O)C1=O.c1ccccc1.c1ccccc1.c1ccccc1.c1ccccc1.c1ccccc1.c1ccccc1.c1ccccc1.c1ccccc1